No. 1
Here is 2 unconnected molecules or ions with the total composition C4H12 from the OMol25 dataset. Energies are from wB97M-V/def2-TZVPD.

```
16
Properties=species:S:1:pos:R:3
C -1.99 0.92 0.36
C -2.72 -0.39 0.15
H -1.55 1.44 -0.48
H -2.66 1.64 0.86
H -1.18 0.85 1.10
H -3.79 -0.48 0.40
H -2.44 -1.28 0.75
H -2.63 -0.59 -0.92
C 2.69 0.34 0.09
C 2.07 -0.87 -0.61
H 3.62 0.07 0.62
H 3.00 1.07 -0.65
H 1.94 0.87 0.69
H 2.67 -1.75 -0.54
H 1.09 -1.05 -0.12
H 1.88 -0.79 -1.69
```

HOMO energy: -11.30 eV
total energy: -159.5595 Ha
ΔE to the lowest compared entry with this formula, charge and spin: 0.694 eV
LUMO energy: 0.04100 Ha
orbital gap: 12.418 eV
SMILES string: CC.CC



No. 2
Here is C2H4N2OS in the gas phase from the OMol25 dataset. Energies are from wB97M-V/def2-TZVPD.

```
10
Properties=species:S:1:pos:R:3
C 0.90 -1.14 0.04
C 0.78 0.41 0.36
N 0.01 -1.89 -0.25
N -0.51 0.74 -0.25
O -3.03 0.53 -0.52
S -1.94 0.14 0.42
H 2.05 -1.37 -0.20
H 0.57 0.36 1.46
H 1.63 0.96 0.06
H -0.48 1.27 -1.14
```

HOMO energy (spin up / spin down): -7.96 / -9.29 eV
total energy: -661.4080 Ha
ΔE to the lowest compared entry with this formula, charge and spin: 4.831 eV
LUMO energy (spin up / spin down): -0.03304 / -0.01754 Ha
orbital gap (spin up / spin down): 7.059 / 8.809 eV



No. 3
Here is a molecular structure, C22H24AuClNO2P from the OMol25 dataset. Energies are from wB97M-V/def2-TZVPD.

```
52
Properties=species:S:1:pos:R:3
Au -1.44 0.57 -0.08
Cl -1.55 0.58 -2.36
C -2.51 -0.91 0.50
O -3.38 -1.66 0.30
P 0.65 -0.65 -0.24
C 1.61 -1.20 1.22
C 0.26 -2.19 -1.12
C 1.88 0.15 -1.33
C 0.16 -2.17 -2.52
C -0.20 -3.34 -3.19
C -0.52 -4.51 -2.48
C -0.56 -4.47 -1.08
C -0.19 -3.30 -0.39
H 0.37 -1.26 -3.09
H -0.19 -3.36 -4.28
H -0.80 -5.43 -3.01
H -0.82 -5.36 -0.52
H -0.18 -3.28 0.70
C 0.99 -1.24 2.48
C 1.71 -1.67 3.60
C 3.04 -2.08 3.50
C 3.65 -2.04 2.23
C 2.96 -1.59 1.10
H -0.05 -0.92 2.56
H 1.21 -1.68 4.56
H 3.58 -2.43 4.39
H 4.68 -2.37 2.15
H 3.49 -1.55 0.14
C 2.86 -0.61 -1.99
C 3.81 0.04 -2.79
C 3.75 1.42 -3.01
C 2.72 2.15 -2.39
C 1.80 1.53 -1.54
H 2.93 -1.70 -1.88
H 4.59 -0.52 -3.28
H 4.48 1.95 -3.65
H 2.65 3.22 -2.54
H 0.99 2.08 -1.07
H -0.22 1.15 2.16
H -0.01 1.77 1.79
C -5.18 3.16 1.50
N -3.89 3.84 1.34
C -3.75 5.28 1.51
C -2.84 3.10 1.01
O -2.95 1.84 0.94
H -5.90 3.96 1.75
H -5.13 2.44 2.34
H -5.49 2.67 0.56
H -3.06 5.51 2.36
H -3.40 5.78 0.57
H -4.74 5.67 1.76
H -1.88 3.61 0.83
```

total charge: +2
HOMO energy (spin up / spin down): -14.89 / -14.91 eV
total energy: -1994.4805 Ha
ΔE to the lowest compared entry with this formula, charge and spin: 0.000 eV
LUMO energy (spin up / spin down): -0.24709 / -0.39739 Ha
orbital gap (spin up / spin down): 8.163 / 4.095 eV
multiplicity: 3
<S²>: 2.01



No. 4
Here is a gas-phase ion, C5H12NS (charge +1) from the OMol25 dataset. Energies are from wB97M-V/def2-TZVPD.

```
19
Properties=species:S:1:pos:R:3
C -0.14 -1.50 0.20
C 0.73 -1.98 -0.84
C 1.13 1.67 -0.07
C -1.59 0.42 1.41
C -0.27 1.19 -0.53
N -0.43 0.26 0.61
S -0.97 -2.57 1.28
H 0.66 -3.09 -0.73
H 0.32 -1.57 -1.76
H 1.63 -1.32 -0.71
H 1.04 2.01 0.87
H 1.82 0.86 -0.22
H 1.58 2.51 -0.72
H -1.60 -0.40 2.08
H -2.55 0.22 0.96
H -1.57 1.44 1.67
H -0.24 0.88 -1.57
H -1.18 1.85 -0.35
H -0.80 -3.72 0.52
```

total charge: +1
HOMO energy: -13.52 eV
total energy: -650.2282 Ha
ΔE to the lowest compared entry with this formula, charge and spin: 5.075 eV
LUMO energy: -0.20962 Ha
orbital gap: 7.817 eV



No. 5
Here is 2 unconnected molecules or ions with the total composition CH6NPS from the OMol25 dataset. Energies are from wB97M-V/def2-TZVPD.

```
10
Properties=species:S:1:pos:R:3
C 0.18 -0.90 -1.03
N -1.72 0.72 -0.20
P -0.30 0.39 0.25
S 0.39 -0.19 2.22
H -0.62 -1.17 -1.67
H 1.05 -0.31 -1.47
H 0.64 -1.66 -0.35
H -2.25 1.51 0.11
H 1.21 2.65 -0.13
H 1.43 -1.05 2.26
```

HOMO energy (spin up / spin down): -7.90 / -9.81 eV
total energy: -835.8278 Ha
ΔE to the lowest compared entry with this formula, charge and spin: 4.747 eV
LUMO energy (spin up / spin down): -0.02300 / -0.03542 Ha
orbital gap (spin up / spin down): 7.271 / 8.847 eV



No. 6
Here is C19H31NO2 in the gas phase from the OMol25 dataset. Energies are from wB97M-V/def2-TZVPD.

```
53
Properties=species:S:1:pos:R:3
C 3.87 0.87 0.34
C 2.43 1.18 0.66
C 1.99 1.23 1.97
C 0.66 1.52 2.25
C -0.27 1.76 1.25
C -1.72 2.09 1.58
C -2.64 1.02 0.96
C -2.07 3.47 1.02
C -1.99 2.11 3.09
C 0.18 1.70 -0.08
O -0.73 1.95 -1.08
C -0.42 1.66 -2.42
C -0.25 0.16 -2.69
O 1.10 -0.12 -3.02
C 1.46 -1.48 -2.93
C 1.59 -1.98 -1.49
N 0.31 -2.23 -0.86
C 0.34 -2.23 0.59
C -0.98 -2.90 0.96
C -1.05 -4.04 -0.06
C -0.37 -3.45 -1.30
C 1.52 1.41 -0.35
H 4.19 -0.03 0.86
H 4.51 1.69 0.67
H 4.01 0.74 -0.73
H 2.68 1.04 2.78
H 0.37 1.55 3.28
H -3.68 1.24 1.20
H -2.53 0.99 -0.11
H -2.39 0.04 1.37
H -1.42 4.23 1.46
H -3.10 3.72 1.27
H -1.96 3.49 -0.05
H -1.39 2.87 3.59
H -3.04 2.35 3.26
H -1.80 1.14 3.54
H 0.48 2.19 -2.75
H -1.27 2.05 -2.97
H -0.54 -0.41 -1.80
H -0.89 -0.15 -3.53
H 0.74 -2.10 -3.48
H 2.43 -1.55 -3.42
H 2.09 -1.20 -0.90
H 2.23 -2.88 -1.49
H 0.42 -1.20 0.96
H 1.19 -2.81 0.99
H -1.01 -3.25 1.99
H -1.80 -2.20 0.79
H -2.07 -4.36 -0.26
H -0.49 -4.90 0.31
H -1.10 -3.19 -2.07
H 0.34 -4.17 -1.74
H 1.85 1.36 -1.37
```

HOMO energy: -8.18 eV
total energy: -947.7907 Ha
ΔE to the lowest compared entry with this formula, charge and spin: 1.531 eV
LUMO energy: 0.03191 Ha
orbital gap: 9.046 eV
SMILES string: Cc1ccc(C(C)(C)C)c(OCCOCCN2CCCC2)c1



No. 7
Here is a gas-phase ion, C4H12N3 (charge +1) from the OMol25 dataset. Energies are from wB97M-V/def2-TZVPD.

```
19
Properties=species:S:1:pos:R:3
N 1.72 1.92 -1.47
C 0.43 1.70 -1.29
N -0.11 0.59 -0.93
C 0.55 -0.67 -0.60
C 0.49 -1.08 0.86
C -0.81 -0.67 1.57
N -2.00 -0.81 0.64
H 2.13 2.83 -1.38
H 2.32 1.12 -1.37
H -0.26 2.51 -1.46
H -1.12 0.53 -0.76
H 0.09 -1.43 -1.24
H 1.56 -0.66 -0.99
H 0.52 -2.17 0.86
H 1.32 -0.71 1.44
H -0.95 -1.34 2.42
H -0.80 0.37 1.86
H -2.36 -1.76 0.75
H -2.72 -0.26 1.09
```

total charge: +1
HOMO energy: -13.82 eV
total energy: -323.6505 Ha
ΔE to the lowest compared entry with this formula, charge and spin: 0.756 eV
LUMO energy: -0.11344 Ha
orbital gap: 10.736 eV
SMILES string: N/C=[NH+]\CCCN



No. 8
Here is 2 unconnected molecules or ions with the total composition C8H10O2S2 from the OMol25 dataset. Energies are from wB97M-V/def2-TZVPD.

```
22
Properties=species:S:1:pos:R:3
C 0.76 1.10 3.28
C 1.73 0.72 2.32
C -0.42 0.54 2.88
C 0.98 0.09 1.34
C 1.54 -0.41 0.12
C 1.40 -1.91 -2.13
C -2.42 1.43 -1.10
C -1.78 -0.48 -2.51
O 2.66 -0.29 -0.31
O -0.26 -0.09 1.68
S 0.32 -1.32 -0.81
S -3.00 -0.29 -1.45
H 0.85 1.64 4.20
H 2.76 0.92 2.34
H -1.47 0.48 3.31
H 1.10 -1.64 -3.23
H 1.38 -2.94 -2.16
H 2.47 -1.36 -2.03
H -2.34 1.76 -0.05
H -2.99 2.22 -1.58
H -1.43 1.39 -1.25
H -1.86 -1.56 -2.84
```

HOMO energy: -8.27 eV
total energy: -1257.5112 Ha
ΔE to the lowest compared entry with this formula, charge and spin: 4.968 eV
LUMO energy: -0.00199 Ha
orbital gap: 8.214 eV



No. 9
Here is 2 unconnected molecules or ions with the total composition C4H10ClNSi from the OMol25 dataset. Energies are from wB97M-V/def2-TZVPD.

```
17
Properties=species:S:1:pos:R:3
C 1.96 -0.61 -2.47
C 0.75 -0.58 -1.93
Si 0.27 0.14 -0.25
C 1.68 1.04 0.62
N -1.12 0.12 0.57
C -2.43 -0.40 0.29
H 2.16 -1.06 -3.43
H 2.82 -0.17 -1.98
H -0.07 -1.04 -2.48
H 1.45 2.09 0.73
H 1.83 0.63 1.62
H 2.62 0.95 0.08
H -3.17 0.32 0.66
H -2.63 -0.59 -0.77
H -2.58 -1.34 0.84
Cl -1.88 0.24 4.58
H -1.64 0.27 3.33
```

HOMO energy: -8.88 eV
total energy: -962.8015 Ha
ΔE to the lowest compared entry with this formula, charge and spin: 2.835 eV
LUMO energy: 0.00380 Ha
orbital gap: 8.982 eV
SMILES string: C=C/[Si](C)=N\C.Cl